Molecular formula: C2H8NS
Method: DFT, ωB97M-V with the def2-TZVPD basis set

- ⟨S²⟩ = 0.75
- relative energy (zero: lowest compared OMol25 entry of this formula, charge and spin) (eV) = 0.000
- maximum force (eV Å⁻¹) = 2.72
- lowest unoccupied orbital energy (spin up / spin down) (Ha) = -0.30891 / -0.49984
- HOMO-LUMO gap (spin up / spin down) (eV) = 13.68 / 9.52
- energy (Ha) = -533.163511

Geometry as ORCA input:
```
! RIJCOSX wB97M-V def2-TZVPD def2/J DEFGRID3
* xyz 2 2
C -0.23909 0.14784 -0.47679
C 0.08864 0.50741 0.99776
S -0.93660 1.86120 1.58284
N 0.59298 -1.21791 -0.77494
H -1.26159 -0.23098 -0.60085
H 0.05206 0.93706 -1.17426
H -0.30974 -0.33610 1.60299
H 1.19340 0.63258 1.06429
H -1.48385 2.08255 0.40253
H 0.76750 -1.04343 -1.77057
H 1.47103 -1.26158 -0.24337
H 0.06526 -2.07864 -0.60964
*
```

Mulliken atomic charge list, values in e, 8 entries: number 1, C, carries -0.7491; number 2, C, carries -0.4686; number 3, S, carries 0.3767; number 4, N, carries -0.3514; number 5, H, carries 0.4322; number 6, H, carries 0.4750; number 7, H, carries 0.4281; number 8, H, carries 0.4385

Molecular formula: C2H8NS2
Method: DFT, ωB97M-V with the def2-TZVPD basis set

- relative energy (zero: lowest compared OMol25 entry of this formula, charge and spin) (eV) = 0.966
- maximum force (eV Å⁻¹) = 3.07
- lowest unoccupied orbital energy (Ha) = -0.13125
- HOMO-LUMO gap (eV) = 10.15
- energy (Ha) = -931.836787

Geometry as ORCA input:
```
! RIJCOSX wB97M-V def2-TZVPD def2/J DEFGRID3
* xyz 1 1
C -2.52885 -0.11701 -0.16625
C -2.90120 -1.40452 -0.25296
N -1.47309 0.31699 0.78883
H -2.80892 0.67523 -0.85895
H -3.52123 -1.69856 -1.08560
H -2.52346 -2.17492 0.47032
H -1.42284 -0.33488 1.60467
H -0.52418 0.40048 0.42779
H -1.73473 1.29597 1.16335
S 1.91232 0.64663 0.81971
S 1.25138 -0.14205 -1.06622
H 2.97729 -0.18087 0.92578
H 1.83084 0.85464 -1.70984
*
```

Mulliken atomic charge list, values in e, 8 entries: number 1, C, carries 0.0701; number 2, C, carries -0.6352; number 3, N, carries -0.1442; number 4, H, carries 0.3307; number 5, H, carries 0.2732; number 6, H, carries 0.2073; number 7, H, carries 0.4242; number 8, H, carries 0.0081

Molecular formula: C2H8O2
Method: DFT, ωB97M-V with the def2-TZVPD basis set

- SMILES = CO.CO
- relative energy (zero: lowest compared OMol25 entry of this formula, charge and spin) (eV) = 0.823
- maximum force (eV Å⁻¹) = 1.35
- lowest unoccupied orbital energy (Ha) = 0.02823
- HOMO-LUMO gap (eV) = 11.13
- energy (Ha) = -231.432079

Geometry as ORCA input:
```
! RIJCOSX wB97M-V def2-TZVPD def2/J DEFGRID3
* xyz 0 1
C 0.08730 2.22084 1.21756
O 0.30455 1.58770 -0.02711
H 1.00476 2.63624 1.62220
H -0.29508 1.53876 1.96789
H -0.67524 2.97594 1.06076
H 0.94653 0.86538 0.02896
C -0.56051 -1.69072 -0.15462
O 0.21132 -2.24001 -1.23450
H -0.97532 -0.72691 -0.39092
H -1.32443 -2.44249 0.04434
H 0.05100 -1.66482 0.74680
H 0.49142 -1.56643 -1.85696
*
```

Mulliken atomic charge list, values in e, 8 entries: number 1, C, carries -0.5365; number 2, O, carries -0.5045; number 3, H, carries 0.2586; number 4, H, carries 0.2644; number 5, H, carries 0.2269; number 6, H, carries 0.2843; number 7, C, carries -0.4911; number 8, O, carries -0.5223

Molecular formula: C2H8O2
Method: DFT, ωB97M-V with the def2-TZVPD basis set

- SMILES = CO.CO
- relative energy (zero: lowest compared OMol25 entry of this formula, charge and spin) (eV) = 0.969
- maximum force (eV Å⁻¹) = 1.40
- lowest unoccupied orbital energy (Ha) = 0.03026
- HOMO-LUMO gap (eV) = 10.96
- energy (Ha) = -231.426712

Geometry as ORCA input:
```
! RIJCOSX wB97M-V def2-TZVPD def2/J DEFGRID3
* xyz 0 1
C 1.37225 0.81332 -1.81559
O 0.92402 0.47174 -3.10308
H 1.08670 0.06479 -1.05744
H 1.02169 1.80421 -1.48114
H 2.47247 0.83620 -1.89046
H 1.01365 -0.48490 -3.29597
C -1.61308 -0.66627 2.27335
O -0.87022 -0.15844 1.18450
H -2.68862 -0.51468 2.08140
H -1.32162 -0.05535 3.14424
H -1.44554 -1.72886 2.51710
H 0.04829 -0.38174 1.44310
*
```

Mulliken atomic charge list, values in e, 8 entries: number 1, C, carries -0.3428; number 2, O, carries -0.5172; number 3, H, carries 0.0975; number 4, H, carries 0.2164; number 5, H, carries 0.2536; number 6, H, carries 0.2997; number 7, C, carries -0.5343; number 8, O, carries -0.4480

Molecular formula: C2H8O2P2Si
Method: DFT, ωB97M-V with the def2-TZVPD basis set

- SMILES = C[Si](C)=[PH2]OP=O
- relative energy (zero: lowest compared OMol25 entry of this formula, charge and spin) (eV) = 0.588
- maximum force (eV Å⁻¹) = 2.55
- lowest unoccupied orbital energy (Ha) = -0.01743
- HOMO-LUMO gap (eV) = 7.10
- energy (Ha) = -1203.628587

Geometry as ORCA input:
```
! RIJCOSX wB97M-V def2-TZVPD def2/J DEFGRID3
* xyz 0 1
C 0.19478 -1.36765 1.96006
Si -0.65232 -0.99282 0.28418
C -1.64568 0.70361 0.52501
P 1.55046 -0.29114 -0.89929
O 0.74003 0.47068 -2.14727
P -0.50459 1.26493 -2.90366
O -0.37627 2.70247 -2.64661
H 0.84122 -2.13105 1.69106
H 0.91014 -0.64677 2.43135
H -0.47539 -1.61646 2.75420
H -2.30150 0.91286 -0.39996
H -2.30034 0.71447 1.40552
H -0.74257 1.39476 0.56715
H 1.85086 -1.54696 -1.49298
H 2.91115 0.42906 -1.12876
*
```

Mulliken atomic charge list, values in e, 8 entries: number 1, C, carries -1.1252; number 2, Si, carries 0.0377; number 3, C, carries -0.8893; number 4, P, carries 0.0875; number 5, O, carries -0.1539; number 6, P, carries 0.3961; number 7, O, carries -0.4016; number 8, H, carries 0.3383

Molecular formula: C2H8O4
Method: DFT, ωB97M-V with the def2-TZVPD basis set

- SMILES = CC(=O)O.O.O
- relative energy (zero: lowest compared OMol25 entry of this formula, charge and spin) (eV) = 1.249
- maximum force (eV Å⁻¹) = 3.92
- lowest unoccupied orbital energy (Ha) = 0.01608
- HOMO-LUMO gap (eV) = 11.31
- energy (Ha) = -381.952057

Geometry as ORCA input:
```
! RIJCOSX wB97M-V def2-TZVPD def2/J DEFGRID3
* xyz 0 1
C 1.88134 0.08546 -0.30869
C 0.50351 -0.35823 -0.11114
O 0.05584 -1.31622 0.40066
O -0.34152 0.47715 -0.66349
H 2.40191 -0.34914 -1.11202
H 1.98053 1.18164 -0.52270
H 2.55353 -0.24316 0.44730
H -1.20965 -0.02980 -0.88632
O -1.46564 3.57030 -0.83921
H -1.29721 3.08361 -0.05940
H -1.03636 4.37064 -0.94039
O -1.33894 -3.63424 1.92936
H -1.02065 -2.78674 1.53710
H -1.66668 -4.05127 1.12894
*
```

Mulliken atomic charge list, values in e, 8 entries: number 1, C, carries -1.0063; number 2, C, carries 0.7488; number 3, O, carries -0.5846; number 4, O, carries -0.4654; number 5, H, carries 0.2998; number 6, H, carries 0.2823; number 7, H, carries 0.3347; number 8, H, carries 0.3368

Molecular formula: C2H8O5P2
Method: DFT, ωB97M-V with the def2-TZVPD basis set

- relative energy (zero: lowest compared OMol25 entry of this formula, charge and spin) (eV) = 3.234
- maximum force (eV Å⁻¹) = 2.14
- lowest unoccupied orbital energy (spin up / spin down) (Ha) = -0.03760 / -0.06367
- HOMO-LUMO gap (spin up / spin down) (eV) = 7.75 / 6.36
- energy (Ha) = -1139.970656

Geometry as ORCA input:
```
! RIJCOSX wB97M-V def2-TZVPD def2/J DEFGRID3
* xyz 0 1
C -0.46322 1.23458 -1.91744
C -1.33148 0.75961 -0.76778
O -1.97565 -1.40706 0.75076
O 0.33701 0.14134 2.46590
O 2.42237 0.35409 0.97355
O 1.85449 -1.86878 1.97644
O 0.12434 -1.50792 -0.59951
P -1.32590 -1.11410 -0.70864
P 1.18220 -0.52936 1.48181
H -0.88461 0.92039 -2.86989
H -0.38156 2.32080 -1.91807
H 0.53404 0.80621 -1.83585
H -2.35614 1.11373 -0.86861
H -0.92841 1.08386 0.19860
H -1.31508 -1.32101 1.44757
H 2.12458 1.26204 0.91605
H 2.38301 -2.24842 1.27511
*
```

Mulliken atomic charge list, values in e, 8 entries: number 1, C, carries -1.1684; number 2, C, carries -0.2115; number 3, O, carries -0.4414; number 4, O, carries -0.4865; number 5, O, carries -0.4608; number 6, O, carries -0.4155; number 7, O, carries -0.4497; number 8, P, carries 0.2802

Molecular formula: C2H8OP2S
Method: DFT, ωB97M-V with the def2-TZVPD basis set

- relative energy (zero: lowest compared OMol25 entry of this formula, charge and spin) (eV) = 0.624
- maximum force (eV Å⁻¹) = 3.64
- lowest unoccupied orbital energy (Ha) = 0.01443
- HOMO-LUMO gap (eV) = 8.95
- energy (Ha) = -1237.097385

Geometry as ORCA input:
```
! RIJCOSX wB97M-V def2-TZVPD def2/J DEFGRID3
* xyz 0 1
C -1.53228 -1.02032 -0.92648
C -0.12145 -0.48051 -1.23698
O 2.30051 2.07418 -0.16361
P 2.82431 0.54515 -0.26453
P 1.00131 -0.70134 0.28741
S 1.39622 -2.53926 0.80594
H -1.65180 -1.73792 -0.16568
H -2.24372 -0.24896 -0.65660
H -1.86205 -1.54325 -1.89170
H -0.21076 0.55928 -1.57819
H 0.30272 -1.24531 -1.86164
H 2.11294 2.42079 -0.98141
H 3.21480 0.24180 1.06404
H 0.31276 0.49167 1.39429
*
```

Mulliken atomic charge list, values in e, 8 entries: number 1, C, carries -1.0692; number 2, C, carries -0.4640; number 3, O, carries -0.4444; number 4, P, carries 0.0838; number 5, P, carries 0.1084; number 6, S, carries -0.3534; number 7, H, carries 0.3563; number 8, H, carries 0.3205